# C23H32F6NO23S2Si

A molecular structure, C23H32F6NO23S2Si (wB97M-V/def2-TZVPD, the OMol25 dataset).

Structure (XYZ):
```
88
Properties=species:S:1:pos:R:3
C 1.0094 -1.7082 -4.1228
Si 2.5773 -2.3086 -3.3067
C 2.1556 -3.5873 -1.9861
C 3.6999 -3.1273 -4.5858
O 3.2603 -0.9739 -2.6115
C 4.6339 -0.8019 -2.3343
C 4.8161 -0.3682 -0.8903
S 3.8492 1.0801 -0.4533
O 3.5870 1.8175 -1.6719
O 4.6825 1.7863 0.5068
N 2.4387 0.6822 0.1520
S 2.2480 -0.4755 1.1977
O 0.9285 -0.3470 1.7709
O 3.3693 -0.7141 2.0749
H 0.1531 -2.3064 -3.8175
H 1.0996 -1.7547 -5.2100
H 0.8553 -0.6602 -3.8544
H 2.7315 -4.5055 -2.1278
H 1.0945 -3.8427 -2.0140
H 2.4001 -3.2026 -0.9930
H 3.2709 -2.9978 -5.5815
H 4.7317 -2.7707 -4.6009
H 3.7317 -4.2024 -4.3892
H 5.0468 -0.0390 -2.9981
H 5.1886 -1.7387 -2.4726
H 5.8446 -0.0605 -0.6951
H 4.5888 -1.1894 -0.2076
H 2.1677 -1.5794 0.4197
C -3.3337 -5.1485 -2.8928
C -3.7275 -3.6959 -3.0773
O -2.5827 -3.1494 -3.6974
C -1.9296 -4.1475 -4.3545
O -1.0494 -3.9767 -5.1263
O -2.4216 -5.3522 -3.9761
F -3.9423 -3.0808 -1.8969
H -2.8080 -5.2734 -1.9452
H -4.1639 -5.8445 -2.9549
H -4.5913 -3.5368 -3.7263
C 7.2094 2.8365 1.8532
C 8.1547 3.9902 1.5993
O 9.4284 3.3786 1.6909
C 9.2786 2.0582 1.3761
O 10.1817 1.3251 1.1386
O 7.9770 1.7259 1.3641
F 8.0650 4.9673 2.5375
H 7.0371 2.7119 2.9235
H 6.2605 2.9081 1.3312
H 8.0562 4.4496 0.6140
C -2.4296 -0.2137 1.7785
C -2.3026 0.8981 0.7544
O -3.6721 1.1669 0.4426
C -4.4227 0.8223 1.5090
O -5.5602 1.1330 1.6782
O -3.7064 0.0719 2.3701
F -1.6719 0.5099 -0.3672
H -2.4698 -1.1840 1.2823
H -1.6406 -0.2120 2.5238
H -1.8415 1.8130 1.1267
C 1.8528 4.1761 0.2573
C 0.8555 4.5181 -0.8279
O 0.2225 5.6808 -0.3085
C 1.0946 6.2909 0.5395
O 0.9597 7.3953 0.9571
O 2.1241 5.4729 0.8200
F -0.0815 3.5621 -1.0163
H 1.3981 3.5366 1.0145
H 2.7591 3.7147 -0.1138
H 1.3033 4.7628 -1.7924
C -8.3290 -2.2726 0.5582
C -7.0036 -1.5618 0.7639
O -6.0756 -2.6146 0.5972
C -6.6362 -3.5617 -0.1979
O -6.0411 -4.4483 -0.7091
O -7.9667 -3.3359 -0.3254
F -6.8859 -1.0460 2.0048
H -8.6814 -2.6879 1.5038
H -9.1003 -1.6552 0.1083
H -6.7839 -0.7786 0.0359
C -5.4863 2.1865 4.9742
C -3.9971 1.9151 4.9096
O -3.5021 2.6630 6.0022
C -4.5005 2.7823 6.9208
O -4.3533 3.1479 8.0373
O -5.6823 2.4117 6.3742
F -3.4550 2.3683 3.7575
H -5.7280 3.0931 4.4178
H -6.1003 1.3624 4.6265
H -3.7215 0.8669 5.0338
```

Summary:
- E_HOMO (eV) = -6.84
- LUMO level (eV) = 1.69
- max |F| (eV/Å) = 0.8
- net charge = -1
- frontier orbital gap (eV) = 8.5338

Löwdin population analysis, charges in e, atoms 1 to 6: C -0.14; Si 0.44; C -0.14; C -0.15; O -0.22; C -0.28